{
  "formula": "C40H32FeN9O",
  "method": "the ωB97M-V functional and the def2-TZVPD basis",
  "species": ["Fe", "O", "N", "N", "N", "N", "N", "N", "N", "N", "N", "C", "C", "C", "C", "C", "C", "C", "C", "C", "C", "C", "C", "C", "C", "C", "C", "C", "C", "C", "C", "C", "C", "C", "C", "C", "C", "C", "C", "C", "C", "C", "C", "C", "C", "C", "C", "C", "C", "C", "C", "H", "H", "H", "H", "H", "H", "H", "H", "H", "H", "H", "H", "H", "H", "H", "H", "H", "H", "H", "H", "H", "H", "H", "H", "H", "H", "H", "H", "H", "H", "H", "H"],
  "coordinates": [[25.717, 8.402, 10.161], [13.075, 9.259, 9.614], [25.703, 8.177, 8.054], [24.180, 7.102, 10.490], [27.381, 8.115, 12.662], [27.480, 9.221, 9.941], [24.359, 9.773, 10.186], [19.524, 10.057, 9.810], [19.272, 7.849, 10.092], [26.074, 8.222, 12.126], [25.962, 9.320, 7.320], [24.054, 5.816, 10.903], [21.668, 5.839, 10.589], [21.985, 10.137, 9.989], [26.844, 10.299, 7.717], [22.941, 7.839, 10.318], [16.430, 8.004, 9.698], [27.016, 11.435, 6.919], [24.819, 7.964, 6.004], [29.679, 7.361, 12.424], [25.365, 9.231, 6.067], [30.799, 7.600, 10.339], [28.577, 8.096, 11.908], [22.819, 5.130, 10.890], [14.411, 9.220, 9.643], [28.071, 12.332, 7.088], [27.697, 10.155, 8.878], [31.724, 5.898, 12.065], [16.531, 10.386, 9.798], [15.139, 10.418, 9.757], [27.287, 7.838, 14.028], [22.133, 11.466, 9.733], [18.619, 9.049, 9.804], [17.211, 9.165, 9.665], [20.601, 8.100, 10.179], [29.758, 8.382, 9.887], [30.718, 6.946, 11.589], [25.215, 8.116, 13.202], [25.064, 7.353, 7.246], [21.696, 7.208, 10.229], [12.286, 8.110, 9.250], [28.533, 8.608, 10.568], [28.896, 12.145, 8.240], [23.470, 11.940, 9.757], [25.955, 7.753, 14.307], [24.521, 11.097, 10.052], [23.095, 9.241, 10.143], [28.184, 13.516, 6.192], [20.696, 9.469, 10.073], [15.067, 7.978, 9.651], [28.591, 11.193, 9.151], [31.684, 7.418, 9.812], [18.729, 6.983, 10.125], [25.572, 11.454, 10.261], [24.728, 6.371, 7.589], [32.737, 6.262, 11.984], [26.238, 11.512, 6.142], [25.613, 7.375, 15.281], [16.904, 7.025, 9.670], [12.719, 7.627, 8.374], [14.609, 11.325, 10.120], [28.088, 7.799, 14.767], [14.474, 7.061, 9.763], [24.973, 5.318, 11.107], [31.800, 5.072, 11.323], [11.312, 8.536, 8.923], [23.737, 12.969, 9.560], [24.325, 7.534, 5.119], [17.125, 11.383, 9.951], [25.234, 10.056, 5.316], [22.686, 4.146, 11.359], [12.227, 7.331, 10.041], [27.902, 13.278, 5.165], [29.265, 13.797, 6.189], [31.547, 5.596, 13.099], [21.289, 12.166, 9.560], [28.993, 11.202, 10.140], [20.689, 5.349, 10.574], [29.789, 7.057, 13.494], [29.894, 8.869, 8.921], [29.740, 12.804, 8.310], [27.569, 14.434, 6.517], [24.096, 8.047, 13.140]],
  "forces_ev_per_angstrom": [[1.144, -0.623, -0.381], [-0.440, 0.504, 0.103], [0.728, 0.666, -0.755], [-3.835, -1.034, 0.811], [-1.698, 0.008, 2.390], [0.238, 0.228, -0.565], [-1.853, 1.035, 0.009], [-1.943, -0.839, 0.007], [-2.256, 0.114, -0.821], [1.167, 0.212, 2.927], [-1.861, -1.093, -1.280], [-0.437, 1.642, -1.705], [-0.196, -0.518, -0.775], [-1.083, -3.215, 0.515], [2.351, 0.779, 2.016], [2.627, -1.829, -0.641], [0.693, -0.903, -0.704], [-0.640, -0.658, -0.189], [-0.226, 0.068, -0.930], [-0.122, -0.197, 0.186], [-0.351, -0.513, 0.400], [-1.489, -0.434, 1.307], [-0.854, -0.587, -0.594], [-0.916, 0.721, 1.119], [-0.286, -0.796, 0.043], [-0.892, -0.684, 1.191], [-1.324, 0.003, 0.210], [-0.115, 0.468, -1.053], [0.648, 1.850, -0.128], [0.009, 0.394, 1.190], [-0.208, 0.493, -1.750], [1.956, 2.187, -0.154], [2.728, 0.645, 0.851], [-1.462, -0.099, 0.610], [-0.200, -0.564, -0.104], [0.918, 0.489, -0.978], [0.037, 0.559, 0.559], [0.654, -1.470, -1.749], [-0.596, -0.019, -0.305], [0.855, 0.219, 1.785], [0.025, 0.117, -0.390], [1.924, -0.406, 0.369], [-0.651, 1.180, -2.259], [-1.056, 0.376, -0.109], [-0.266, -0.208, 2.269], [1.103, -0.683, 0.484], [0.387, 2.538, -0.172], [0.757, 1.399, 0.096], [1.502, 0.842, -0.998], [-0.619, 0.565, 0.308], [0.033, -0.905, 0.134], [0.951, 0.019, -1.275], [0.891, 0.413, 0.076], [-1.328, -0.240, -0.622], [0.252, 0.474, -0.075], [0.387, 0.610, 0.276], [0.945, 0.563, 0.194], [-0.141, 0.730, -0.564], [0.064, 0.074, 0.095], [0.116, 0.035, -0.096], [0.299, -0.612, -0.931], [-0.004, -0.189, -0.825], [0.573, 0.426, -0.310], [0.509, -0.374, 0.243], [-0.692, 0.118, 0.758], [0.590, -0.507, 0.688], [-0.340, 0.134, 0.115], [0.247, 0.289, 0.780], [-1.196, -2.158, -0.316], [0.675, -1.097, 1.090], [0.463, 0.284, -0.640], [-0.212, 0.836, -0.225], [-0.034, 0.009, 0.096], [-0.862, 0.183, -0.169], [-0.072, -0.269, -0.383], [0.593, -0.834, 0.127], [0.738, -0.081, 0.302], [0.457, -0.032, 0.241], [-0.812, 0.175, -1.106], [-0.165, -0.242, 0.145], [0.109, 0.334, 0.601], [0.932, -1.517, -0.266], [1.457, 0.422, -0.426]],
  "lowdin_spin": [3.760, 0.000, 0.049, 0.047, 0.010, 0.402, 0.055, 0.000, -0.001, 0.053, 0.009, 0.004, -0.004, 0.002, 0.045, 0.002, 0.000, -0.007, 0.007, -0.014, 0.014, -0.019, 0.101, 0.004, 0.000, 0.045, 0.020, 0.017, 0.000, 0.000, 0.026, 0.010, 0.001, 0.000, 0.000, 0.074, 0.095, 0.035, 0.019, 0.002, 0.000, 0.037, -0.011, 0.001, 0.010, 0.015, 0.012, 0.009, 0.002, 0.000, 0.042, -0.003, 0.000, 0.001, 0.001, 0.006, -0.001, 0.000, 0.000, 0.000, 0.000, 0.001, 0.000, 0.001, 0.005, 0.000, 0.000, 0.000, 0.000, 0.001, 0.001, 0.000, 0.001, 0.001, 0.000, 0.000, 0.000, 0.000, -0.002, 0.002, -0.001, 0.004, 0.001],
  "total_charge": 2,
  "energy_ev": -91830.684,
  "max_force_ev_per_a": 4.05,
  "spin_multiplicity": 6,
  "de_lowest_kj_mol": 34.0,
  "s2": 8.807,
  "gap_ev": [5.8853, 4.6602],
  "mol_weight_g_mol": 710.6
}